Entry from the Open Molecules 2025 dataset: a molecular structure, C44H43N7O5PSW (ωB97M-V with the def2-TZVPD basis set).

Element x y z (Å)
W  -0.265  1.713  -0.020
O  -0.935  3.429  1.166
C  -1.892  2.848  0.658
C  -3.269  3.023  0.408
C  -3.990  4.169  0.789
C  -5.294  4.278  0.352
C  -5.851  3.275  -0.446
C  -5.135  2.137  -0.813
C  -3.834  1.997  -0.368
P  -2.744  0.552  -0.566
C  -3.113  -0.157  -2.171
C  -3.303  0.689  -3.266
C  -3.495  0.151  -4.527
C  -3.488  -1.228  -4.703
C  -3.296  -2.073  -3.617
C  -3.102  -1.544  -2.350
C  -3.362  -0.609  0.679
C  -4.675  -1.073  0.522
C  -5.241  -1.894  1.480
C  -4.509  -2.265  2.602
C  -3.211  -1.806  2.765
C  -2.642  -0.977  1.809
H  -3.526  4.946  1.382
H  -5.882  5.148  0.610
H  -6.872  3.387  -0.788
H  -5.601  1.382  -1.432
H  -3.297  1.767  -3.143
H  -3.648  0.804  -5.375
H  -3.637  -1.645  -5.689
H  -3.310  -3.145  -3.759
H  -2.959  -2.206  -1.506
H  -5.258  -0.801  -0.348
H  -6.255  -2.249  1.351
H  -4.954  -2.911  3.346
H  -2.641  -2.100  3.636
H  -1.628  -0.637  1.952
C  5.270  -2.149  2.738
C  4.518  -1.154  1.908
C  4.303  -1.393  0.546
C  3.653  -0.474  -0.252
C  3.199  0.709  0.334
C  3.405  0.985  1.679
C  4.057  0.042  2.459
S  2.541  1.908  -0.736
O  3.552  2.657  -1.391
O  1.496  1.293  -1.603
N  1.495  2.820  0.189
C  1.339  4.127  -0.454
C  0.501  3.911  -1.738
O  0.605  4.347  -2.806
O  -0.532  2.906  -1.394
H  4.913  -3.162  2.558
H  5.188  -1.931  3.801
H  6.328  -2.126  2.472
H  4.674  -2.309  0.101
H  3.515  -0.671  -1.309
H  3.095  1.934  2.096
H  4.245  0.251  3.505
H  2.296  4.556  -0.749
H  0.806  4.820  0.197
C  -0.016  -0.483  -2.812
C  0.176  -1.057  -1.456
N  0.136  -0.406  -0.274
C  0.520  -1.321  0.706
C  0.760  -2.508  0.113
N  0.554  -2.324  -1.234
C  0.738  -3.382  -2.255
N  1.713  -3.040  -3.218
N  1.315  -2.631  -4.465
N  2.335  -2.371  -5.163
C  3.475  -2.582  -4.404
C  4.824  -2.445  -4.740
C  5.740  -2.753  -3.761
C  5.334  -3.196  -2.485
C  4.006  -3.334  -2.141
C  3.084  -3.013  -3.140
H  -0.497  0.489  -2.764
H  -0.603  -1.148  -3.441
H  0.954  -0.347  -3.290
H  0.618  -1.056  1.739
H  1.075  -3.452  0.520
H  -0.208  -3.549  -2.769
H  1.021  -4.279  -1.705
H  5.123  -2.121  -5.727
H  6.797  -2.672  -3.973
H  6.097  -3.456  -1.763
H  3.708  -3.712  -1.170
C  0.576  0.220  5.265
C  0.178  1.571  4.644
C  1.257  2.642  4.887
C  -1.201  2.037  5.146
C  0.070  1.376  3.198
N  0.005  1.178  2.063
H  0.661  0.364  6.341
H  1.539  -0.126  4.890
H  -0.179  -0.545  5.083
H  1.339  2.787  5.964
H  0.987  3.595  4.434
H  2.230  2.325  4.514
H  -1.123  2.197  6.221
H  -1.969  1.284  4.968
H  -1.497  2.978  4.687

Cartesian forces (eV/Å) of the 3 atoms listed first:
-0.07 0.68 0.19
-0.53 -0.66 -0.17
0.25 0.33 0.15

Results
- Net charge: +3
- Energy above the lowest of the compared OMol25 structures with the same formula, charge and spin: 36.7 kcal/mol
- Frontier orbital gap: 0.1571 Ha
- HOMO level: -15.21 eV

Löwdin atomic charge list, values in e, 99 entries: number 1, W, carries 1.7580; number 2, O, carries 0.0205; number 3, C, carries -0.3298; number 4, C, carries -0.2045; number 5, C, carries 0.0506; number 6, C, carries 0.0017; number 7, C, carries 0.0288; number 8, C, carries -0.0217; number 9, C, carries -0.2626; number 10, P, carries 1.1055; number 11, C, carries -0.3873; number 12, C, carries -0.0867; number 13, C, carries -0.0315; number 14, C, carries -0.0237; number 15, C, carries -0.0493; number 16, C, carries -0.0983; number 17, C, carries -0.3415; number 18, C, carries -0.0734; number 19, C, carries -0.0298; number 20, C, carries -0.0299; number 21, C, carries -0.0528; number 22, C, carries -0.0997; number 23, H, carries 0.1416; number 24, H, carries 0.1350; number 25, H, carries 0.1375; number 26, H, carries 0.1260; number 27, H, carries 0.1178; number 28, H, carries 0.1256; number 29, H, carries 0.1275; number 30, H, carries 0.1223; number 31, H, carries 0.1134; number 32, H, carries 0.1122; number 33, H, carries 0.1265; number 34, H, carries 0.1261; number 35, H, carries 0.1128; number 36, H, carries 0.0457; number 37, C, carries -0.0171; number 38, C, carries -0.2257; number 39, C, carries -0.0076; number 40, C, carries -0.0346; number 41, C, carries -0.3150; number 42, C, carries -0.0607; number 43, C, carries -0.0118; number 44, S, carries 0.6995; number 45, O, carries -0.1732; number 46, O, carries -0.3812; number 47, N, carries -0.2721; number 48, C, carries -0.1181; number 49, C, carries -0.3799; number 50, O, carries 0.2857; number 51, O, carries -0.2541; number 52, H, carries 0.0929; number 53, H, carries 0.0874; number 54, H, carries 0.1074; number 55, H, carries 0.0977; number 56, H, carries 0.1222; number 57, H, carries 0.1072; number 58, H, carries 0.1234; number 59, H, carries 0.1428; number 60, H, carries 0.1386; number 61, C, carries -0.0019; number 62, C, carries -0.3074; number 63, N, carries -0.0997; number 64, C, carries -0.1227; number 65, C, carries -0.0063; number 66, N, carries 0.0379; number 67, C, carries -0.0367; number 68, N, carries -0.0658; number 69, N, carries 0.0553; number 70, N, carries 0.1066; number 71, C, carries -0.2072; number 72, C, carries 0.0208; number 73, C, carries -0.0471; number 74, C, carries -0.0607; number 75, C, carries -0.0459; number 76, C, carries -0.1704; number 77, H, carries 0.0646; number 78, H, carries 0.0838; number 79, H, carries 0.0999; number 80, H, carries 0.0965; number 81, H, carries 0.1436; number 82, H, carries 0.1471; number 83, H, carries 0.1513; number 84, H, carries 0.1292; number 85, H, carries 0.1182; number 86, H, carries 0.1165; number 87, H, carries 0.1043; number 88, C, carries -0.0015; number 89, C, carries -0.5554; number 90, C, carries 0.0008; number 91, C, carries -0.0024; number 92, C, carries -0.0230; number 93, N, carries 0.1087; number 94, H, carries 0.1135; number 95, H, carries 0.0903; number 96, H, carries 0.0932; number 97, H, carries 0.1138; number 98, H, carries 0.1015; number 99, H, carries 0.0857